[1]
147
Properties=species:S:1:pos:R:3:forces:R:3:lowdin_charge:R:1 method="wB97M-V/def2-TZVPD" total_charge=+1 de_lowest_kj_mol=0.0 homo_lumo_gap_ev=7.170 lumo_ev=-2.997 e_tot_ha=-2831.6214
Hg -0.434 -1.226 -3.683 -1.3797 0.7828 1.0775 1.27
C 0.155 -1.118 0.562 0.1519 0.1248 0.4191 -0.07
C -0.694 -0.436 -0.472 0.0492 0.7781 -1.4502 -0.43
O -1.161 -1.198 -1.551 -0.4116 -0.4357 0.1739 -0.39
H 0.394 -0.353 1.307 0.0469 -0.0907 0.1645 0.06
H 1.115 -1.458 0.165 -0.1512 -0.1857 -0.0664 0.05
H -0.363 -1.926 1.078 0.0620 -0.1377 -0.1651 0.06
H -0.091 0.400 -0.878 0.1476 0.1713 0.2143 0.08
H -1.530 0.091 0.014 -0.0768 -0.2539 0.1941 0.08
C 2.272 2.530 2.113 0.3457 -0.2595 -0.8929 -0.11
O 3.360 1.721 2.503 -0.0907 0.2376 0.3624 -0.17
C 2.956 0.616 3.296 -0.1415 -0.2036 -0.3456 -0.22
C 4.174 -0.244 3.582 0.6289 1.0503 0.4337 -0.19
N 4.960 -0.644 2.428 -0.3494 -1.0546 -0.2262 -0.03
C 4.293 -1.668 1.632 0.4450 -0.1628 0.3251 -0.21
C 5.145 -2.102 0.450 -0.9127 0.0413 0.6038 -0.24
O 5.090 -1.091 -0.541 0.4958 -0.1657 -0.4451 -0.21
C 6.064 -1.357 -1.553 -0.8196 0.1582 0.1816 -0.10
H 1.560 1.901 1.564 -0.3817 0.0386 0.1781 0.07
H 2.648 3.244 1.378 0.1107 0.1146 0.1244 0.09
H 1.770 3.093 2.902 0.1101 -0.3025 0.3278 0.08
H 2.205 0.032 2.746 -0.1187 0.0320 -0.0381 0.10
H 2.483 0.947 4.223 0.0739 0.0195 0.0885 0.12
H 3.896 -1.102 4.197 -0.1351 -0.2431 -0.3529 0.11
H 4.822 0.330 4.251 0.0967 0.1241 -0.1321 0.12
H 5.250 0.101 1.809 -0.2504 0.4262 0.3570 0.11
H 3.286 -1.387 1.291 0.0399 0.1531 -0.2808 0.10
H 4.126 -2.542 2.271 0.1144 -0.0387 0.0593 0.10
H 4.702 -3.043 0.093 0.1684 -0.0004 -0.3878 0.12
H 6.176 -2.304 0.752 0.0324 0.1129 0.1032 0.13
H 7.067 -1.105 -1.210 0.0955 -0.1812 0.0078 0.09
H 5.818 -0.747 -2.422 0.0704 0.1025 0.0283 0.08
H 5.972 -2.409 -1.838 0.3656 -0.0646 -0.1165 0.09
C -0.643 -4.580 -4.596 0.9735 -0.1068 0.0240 -0.07
O -1.303 -3.416 -4.108 -0.1258 -0.1434 -1.0934 -0.28
C -2.575 -3.301 -4.747 -0.7465 0.1463 0.8609 -0.20
C -3.309 -2.037 -4.312 -0.3989 -0.7227 -0.0698 -0.18
N -2.548 -0.795 -4.548 -0.6382 -0.5149 -0.2572 -0.10
C -3.210 0.340 -3.866 0.1006 0.2466 0.0481 -0.18
C -4.507 0.749 -4.547 0.2907 0.6762 0.3255 -0.21
O -4.136 0.987 -5.887 0.0092 -0.4838 -0.5433 -0.20
C -5.191 1.375 -6.752 -0.1920 0.3352 0.4001 -0.08
H 0.408 -4.516 -4.311 -0.1460 -0.1125 0.4299 0.08
H -0.593 -4.647 -5.687 -0.5224 0.2187 -0.0424 0.10
H -1.111 -5.477 -4.190 0.0318 -0.0043 0.0235 0.11
H -3.178 -4.145 -4.397 -0.0852 -0.0270 -0.1721 0.14
H -2.521 -3.362 -5.837 0.4416 0.0692 -0.0172 0.13
H -3.631 -2.096 -3.270 0.5825 0.0407 0.2009 0.12
H -4.264 -2.089 -4.846 0.1090 0.3966 -0.2906 0.13
H -2.620 -0.575 -5.542 0.2453 -0.0252 0.0135 0.12
H -2.540 1.196 -3.950 0.0194 -0.0728 0.2143 0.09
H -3.347 0.071 -2.819 0.0796 0.1301 -0.0207 0.11
H -4.842 1.691 -4.099 -0.0297 -0.1057 0.1819 0.12
H -5.312 0.021 -4.394 0.0095 -0.1769 -0.4524 0.13
H -5.582 2.358 -6.473 -0.0512 -0.0160 0.1652 0.09
H -6.008 0.652 -6.701 -0.0327 -0.0563 -0.1958 0.09
H -4.808 1.478 -7.764 0.1254 -0.3045 0.0134 0.09
C -0.596 6.697 -0.840 -0.1250 0.5681 -0.0857 -0.12
O -0.132 5.846 0.191 -0.9114 0.8229 0.0731 -0.23
C -1.160 5.535 1.129 1.1874 -0.0745 -0.2062 -0.19
C -0.493 4.617 2.160 -0.7213 0.5392 1.3818 -0.19
N -1.241 4.544 3.441 0.2509 -0.5147 0.0579 -0.06
C -2.579 3.979 3.345 -0.7558 0.4366 -1.0906 -0.20
C -2.505 2.564 2.782 0.3624 0.3756 1.2618 -0.24
O -3.758 1.938 2.944 0.3888 0.0178 -0.2311 -0.16
C -3.686 0.574 2.613 -0.2252 -0.4426 -0.5768 -0.11
H -1.519 6.367 -1.330 0.0854 -0.5983 0.0023 0.09
H 0.203 6.727 -1.576 -0.4595 0.7874 0.3592 0.06
H -0.854 7.717 -0.536 0.3718 0.0186 0.5498 0.10
H -1.988 5.077 0.577 -0.1564 -0.0409 0.2980 0.11
H -1.474 6.477 1.592 -0.2843 -0.1744 0.1865 0.13
H 0.454 5.032 2.506 0.1563 0.2627 -0.6428 0.12
H -0.264 3.620 1.788 -0.2115 -0.0046 -0.1933 0.09
H -1.278 5.489 3.799 -0.0954 -0.0650 0.2132 0.11
H -3.200 4.644 2.720 -0.1391 -0.4063 -0.3968 0.11
H -3.185 3.945 4.252 0.7960 -0.0313 0.5120 0.13
H -1.762 2.036 3.395 0.0766 -0.0474 0.0033 0.11
H -2.088 2.571 1.770 -0.5637 -0.2592 -0.3566 0.10
H -3.196 0.466 1.637 -0.2447 -0.1460 -0.1235 0.06
H -4.702 0.186 2.581 -0.0275 0.0737 -0.2091 0.09
H -3.136 -0.096 3.287 0.2166 0.5507 0.4485 0.09
C 2.140 -2.842 -2.169 -0.4551 -0.9324 1.0024 -0.06
O 1.576 -1.689 -2.772 1.3491 -0.5262 -0.8392 -0.30
C 2.445 -0.564 -2.731 -0.8123 1.6257 1.0249 -0.18
C 2.051 0.525 -3.721 -0.1723 -0.5343 -1.0617 -0.17
N 0.591 0.892 -3.597 2.2144 0.3192 0.4774 -0.10
C 0.320 2.040 -4.486 -0.4216 0.0459 0.2756 -0.17
C 0.839 3.374 -3.942 -0.1598 -0.2420 0.3044 -0.20
O 0.480 3.449 -2.575 0.2909 -0.5443 -0.5073 -0.21
C 1.010 4.575 -1.901 0.4498 -0.5047 -0.1011 -0.08
H 1.381 -3.624 -2.094 -0.1434 0.1064 -0.6158 0.10
H 2.356 -2.701 -1.106 0.3910 0.5931 -0.1650 0.08
H 3.021 -3.217 -2.687 0.0141 0.1905 -0.1627 0.10
H 3.511 -0.772 -2.802 -0.1079 -0.4660 -0.0685 0.12
H 2.224 -0.130 -1.746 0.6621 0.0298 0.1629 0.14
H 2.248 0.239 -4.761 -0.2511 -0.3733 0.0247 0.13
H 2.721 1.381 -3.609 -0.1334 0.0853 0.5616 0.13
H 0.605 1.255 -2.639 -0.9624 -0.0213 0.0045 0.09
H -0.754 2.195 -4.589 -0.0488 -0.4744 -0.1571 0.10
H 0.768 1.752 -5.437 -0.2108 0.4955 -0.2550 0.12
H 0.301 4.173 -4.456 0.4085 0.1282 -0.4059 0.14
H 1.923 3.453 -4.067 0.0451 0.2971 -0.0151 0.12
H 2.103 4.602 -1.933 0.1213 -0.2428 -0.0120 0.11
H 0.662 4.480 -0.874 0.3060 0.1042 -0.3784 0.08
H 0.668 5.528 -2.315 0.0916 -0.9297 -0.4336 0.06
C -0.016 0.115 5.190 0.2268 1.3222 -0.3290 -0.13
O 0.888 -0.943 5.037 -0.1748 -0.2107 0.4332 -0.19
C 0.314 -2.065 4.404 -0.0259 -0.5633 -0.5042 -0.22
C 1.344 -3.190 4.345 -0.6665 0.8292 0.1632 -0.21
N 1.301 -3.970 5.584 0.8700 0.4416 -0.3791 -0.04
C 2.107 -5.177 5.526 0.4313 -0.5123 -0.5865 -0.21
C 3.647 -5.045 5.499 -1.0547 0.1284 1.0171 -0.24
O 4.051 -4.447 4.299 0.3336 -0.2691 -0.4519 -0.22
C 5.452 -4.584 4.031 -0.8428 0.5704 0.5532 -0.07
H -0.968 -0.082 5.689 0.0664 -0.6180 -0.0308 0.09
H -0.222 0.590 4.219 -0.2190 -0.2486 -0.1218 0.07
H 0.462 0.914 5.760 0.1849 -0.2408 0.1584 0.09
H 0.037 -1.850 3.361 -0.1034 0.4246 0.0938 0.10
H -0.586 -2.379 4.942 -0.0064 -0.0929 -0.0017 0.13
H 2.282 -2.669 4.125 0.2659 -0.3295 0.1456 0.09
H 1.138 -3.816 3.476 -0.1085 -0.2493 0.1644 0.12
H 1.686 -3.355 6.298 -0.2306 -0.1481 0.2056 0.12
H 1.852 -5.692 4.594 -0.1928 -0.0675 0.0708 0.12
H 1.801 -5.836 6.342 0.2247 0.0432 0.0813 0.11
H 4.090 -6.036 5.657 0.0233 -0.1050 -0.3285 0.12
H 3.927 -4.470 6.395 0.3039 0.2929 -0.1824 0.12
H 5.783 -5.556 4.398 0.3038 -0.0141 -0.2054 0.08
H 5.966 -3.767 4.543 0.3372 -0.1809 0.0487 0.09
H 5.598 -4.461 2.961 0.0297 -0.1935 -0.0385 0.08
C -2.441 3.032 -1.450 0.2821 -1.2633 1.0093 -0.05
C -3.508 2.178 -0.776 -0.8707 0.2360 -0.3867 -0.28
O -4.689 2.150 -1.597 0.0843 -0.0081 -0.2465 -0.08
H -1.557 2.845 -0.830 0.2549 0.3809 -0.1731 0.07
H -2.627 4.100 -1.485 -0.2696 -0.0358 -0.1409 0.07
H -2.213 2.601 -2.424 -0.0550 0.3514 -0.1117 0.05
H -3.809 2.551 0.209 0.2699 0.1110 0.0043 0.11
H -3.177 1.143 -0.645 0.3185 0.1697 -0.0173 0.08
H -5.088 1.279 -1.517 -0.1462 0.0562 0.1833 0.08
C -4.464 -3.095 1.512 -1.0630 -0.4441 -0.2142 -0.09
C -3.290 -2.574 0.770 1.0023 -0.5371 -0.7136 -0.35
O -3.681 -2.100 -0.520 -0.1783 0.6805 0.4554 -0.10
H -4.197 -3.516 2.480 0.0332 0.1244 0.0348 0.08
H -4.924 -3.889 0.915 0.0912 -0.1100 0.1091 0.08
H -5.262 -2.357 1.618 0.2330 0.1999 0.2301 0.07
H -2.586 -3.392 0.564 0.0372 -0.1248 0.3661 0.12
H -2.712 -1.853 1.360 -0.2624 0.3771 -0.1726 0.09
H -2.882 -1.684 -0.891 0.3449 -0.1246 -0.3571 0.01



[2]
13
Properties=species:S:1:pos:R:3:forces:R:3:lowdin_charge:R:1 method="wB97M-V/def2-TZVPD" de_lowest_kj_mol=580.2 homo_lumo_gap_ev=9.478 lumo_ev=1.056 e_tot_ha=-286.4107
C -1.784 -0.195 0.203 -0.0918 -0.4762 -0.2036 -0.08
N -0.807 1.175 0.405 0.1801 0.6988 -0.4880 0.05
C -0.474 0.302 -0.577 0.0884 0.1849 0.1051 -0.37
C 0.894 -0.400 -0.482 -0.3248 -0.2195 0.0361 -0.26
C 1.980 0.198 0.324 0.0499 0.1549 -0.0103 -0.11
O 1.206 -0.888 0.802 0.0235 -0.3008 0.2977 -0.05
H -1.603 -1.137 0.714 0.1438 0.0047 -0.1206 0.11
H -2.677 -0.091 -0.415 0.3343 -0.2854 -0.1261 0.10
H -2.007 0.535 1.037 0.3266 0.0041 0.1818 0.12
H -0.772 0.443 -1.639 0.0810 0.2683 0.3344 0.13
H 1.197 -1.041 -1.319 -0.2894 0.0798 0.2186 0.14
H 3.028 -0.064 0.143 -0.3596 0.1265 -0.2267 0.11
H 1.818 1.162 0.806 -0.1619 -0.2402 0.0016 0.11



[3]
48
Properties=species:S:1:pos:R:3:forces:R:3:lowdin_charge:R:1 method="wB97M-V/def2-TZVPD" de_lowest_kj_mol=81.2 homo_lumo_gap_ev=8.855 lumo_ev=0.779 smiles="CCOC(=O)CNC(=O)N1CCC[C@@H](C(=O)c2ccc3c(c2)OCO3)C1" e_tot_ha=-1260.0960
C -0.118 2.130 -4.601 0.3065 0.0822 0.3285 -0.05
C 0.591 2.965 -3.547 -0.4565 0.3194 -0.1641 -0.21
O 1.531 2.142 -2.845 0.1799 -0.2342 -0.3170 0.01
C 1.486 2.113 -1.521 0.1669 -0.1271 0.4524 -0.48
O 0.750 2.773 -0.830 -0.0390 0.0996 -0.0018 0.10
C 2.510 1.142 -0.960 -0.0287 -0.0855 -0.0030 -0.07
N 2.292 0.899 0.446 -0.0074 0.2477 -0.0655 0.08
C 1.682 -0.299 0.782 0.3134 0.0333 -0.0969 -0.50
O 1.493 -1.177 -0.044 0.0180 -0.1723 -0.2511 0.06
N 1.370 -0.462 2.094 -0.1928 -0.1078 0.2707 -0.03
C 1.772 0.367 3.207 0.0021 0.3671 0.1618 -0.14
C 0.553 0.755 4.046 0.1974 -0.1677 0.0666 -0.15
C -0.215 -0.489 4.492 -0.2380 0.1292 -0.0631 -0.15
C -0.590 -1.327 3.262 0.1272 0.0049 0.3693 -0.21
C -1.627 -0.550 2.445 0.1150 -0.2437 -0.0014 -0.32
O -2.427 0.174 2.992 0.0184 0.0596 0.0124 0.11
C -1.574 -0.664 0.967 -0.3286 0.3252 -0.4113 -0.15
C -1.605 0.527 0.250 0.0480 -0.1561 0.2763 0.00
C -1.497 0.551 -1.135 0.0565 -0.2399 -0.3972 0.02
C -1.364 -0.659 -1.767 -0.0847 -0.3893 0.4699 -0.19
C -1.384 -1.864 -1.058 -0.0731 0.5871 -0.0486 -0.19
C -1.493 -1.897 0.307 -0.0587 0.0008 -0.3230 0.05
O -1.293 -2.907 -1.936 -0.0937 -0.0771 0.4287 0.05
C -1.109 -2.326 -3.207 0.2961 -0.6498 -1.0732 -0.15
O -1.234 -0.923 -3.103 -0.1341 0.4062 0.2349 0.03
C 0.696 -1.674 2.505 -0.2621 -0.2542 -0.2308 -0.11
H -0.850 2.743 -5.118 -0.0768 0.0625 -0.0793 0.08
H -0.621 1.282 -4.142 -0.0615 -0.0401 -0.0065 0.06
H 0.602 1.752 -5.322 0.0211 -0.0590 -0.1199 0.08
H -0.115 3.386 -2.824 0.1635 -0.0317 -0.1580 0.11
H 1.156 3.780 -4.009 -0.0667 -0.0875 0.1250 0.13
H 2.431 0.187 -1.487 0.0695 0.2129 0.0225 0.13
H 3.513 1.555 -1.119 -0.1275 -0.0175 -0.1188 0.14
H 1.956 1.721 0.931 0.0026 -0.1126 0.0345 0.12
H 2.468 -0.213 3.832 0.0270 0.0913 -0.0361 0.13
H 2.299 1.253 2.858 0.0295 -0.0928 0.0393 0.11
H -0.107 1.391 3.454 0.0133 0.0962 0.0043 0.12
H 0.881 1.325 4.917 -0.0069 0.0573 -0.0029 0.11
H 0.403 -1.086 5.166 0.0153 -0.0527 0.0227 0.12
H -1.120 -0.192 5.021 0.0763 -0.0623 0.0378 0.11
H -1.075 -2.256 3.585 0.0097 -0.0174 -0.0005 0.16
H -1.690 1.458 0.788 -0.0149 0.0767 0.0799 0.12
H -1.512 1.479 -1.680 0.0226 0.1401 -0.0871 0.11
H -1.538 -2.834 0.837 0.0804 -0.1573 0.0905 0.14
H -0.104 -2.576 -3.587 -0.2047 0.0969 0.1623 0.14
H -1.869 -2.711 -3.903 0.1236 0.1150 0.2115 0.14
H 1.352 -2.245 3.176 -0.0465 0.0009 -0.0504 0.14
H 0.515 -2.266 1.610 0.1031 0.0236 0.2058 0.11